A structure of composition C19H47AlN3O3, computed with the ωB97M-V functional and the def2-TZVPD basis.

The maximum force comes out at 0.0143 hartree/bohr. Its gap between HOMO and LUMO is 6.7 eV. Its net charge is -1.

Element x y z (Å)
C1 -2.95 0.51 1.83
C2 -1.89 -0.28 1.07
C3 -2.20 -1.78 1.02
N1 -0.85 0.22 0.57
Al1 -0.74 1.02 -1.11
C4 0.98 2.07 -1.30
O1 0.88 3.51 -1.08
C5 0.44 4.19 -2.20
O2 0.00 5.47 -1.83
C6 -1.21 5.46 -1.10
C7 -2.43 5.19 -1.99
O3 -3.60 5.50 -1.22
H1 -3.41 -0.06 2.63
H2 -3.73 0.80 1.12
H3 -2.49 1.43 2.22
H4 -1.69 -2.23 0.16
H5 -3.27 -1.98 0.96
H6 -1.83 -2.24 1.94
H7 -0.84 -0.15 -2.26
H8 -2.03 2.02 -1.31
H9 1.75 1.75 -0.58
H10 1.44 1.92 -2.30
H11 -0.37 3.61 -2.69
H12 1.25 4.35 -2.93
H13 -1.16 4.70 -0.31
H14 -1.31 6.45 -0.65
H15 -2.40 5.84 -2.87
H16 -2.46 4.15 -2.31
H17 -4.12 4.70 -1.13
C8 1.69 -2.21 6.58
C9 1.69 -1.26 5.39
N2 0.36 -0.87 4.97
C10 0.32 -0.22 3.67
C11 1.02 1.13 3.51
C12 -0.48 -0.28 6.00
C13 0.05 0.97 6.72
H18 1.05 -3.07 6.37
H19 2.70 -2.57 6.77
H20 1.33 -1.73 7.49
H21 2.15 -1.75 4.53
H22 2.34 -0.40 5.63
H23 -0.72 -0.11 3.38
H24 0.75 -0.92 2.94
H25 0.47 1.94 3.99
H26 1.07 1.37 2.44
H27 2.03 1.12 3.91
H28 -0.69 -1.04 6.75
H29 -1.44 -0.05 5.53
H30 1.09 0.84 7.03
H31 -0.54 1.16 7.62
H32 -0.01 1.86 6.10
C14 -0.58 -3.43 -2.81
C15 -0.22 -2.69 -4.09
N3 1.13 -2.16 -4.05
C16 1.39 -1.13 -5.04
C17 1.41 -1.54 -6.52
C18 2.20 -3.11 -3.79
C19 2.38 -4.27 -4.78
H33 -0.40 -2.79 -1.95
H34 -1.64 -3.69 -2.83
H35 -0.02 -4.36 -2.70
H36 -0.87 -1.83 -4.18
H37 -0.41 -3.34 -4.96
H38 2.35 -0.67 -4.78
H39 0.63 -0.37 -4.89
H40 2.30 -2.12 -6.78
H41 1.40 -0.65 -7.14
H42 0.53 -2.14 -6.77
H43 2.05 -3.52 -2.80
H44 3.13 -2.53 -3.73
H45 1.42 -4.74 -5.01
H46 3.02 -5.04 -4.34
H47 2.83 -3.96 -5.72

=====

A structure of composition C19H47AsCl4F6N3O6 in a non-equilibrium geometry, computed with the ωB97M-V functional and the def2-TZVPD basis.

The maximum force comes out at 0.0757 hartree/bohr. Its gap between HOMO and LUMO is 9.4 eV. The energy above the lowest of the compared OMol25 structures with the same formula, charge and spin is 61.48 kcal/mol. Its net charge is -1.

Element x y z (Å)
As1 -0.06 -0.82 -0.54
F1 -0.17 -1.78 0.95
F2 0.89 0.44 0.38
F3 -0.02 0.06 -2.09
F4 -1.03 -2.05 -1.40
F5 -1.46 0.09 -0.13
F6 1.40 -1.78 -0.86
Cl1 2.24 2.54 -5.32
C1 0.45 2.65 -5.35
C2 -0.07 3.36 -4.12
Cl2 -1.77 3.63 -4.40
H1 0.04 1.64 -5.35
H2 0.22 3.22 -6.25
H3 0.27 4.39 -3.99
H4 0.18 2.70 -3.30
Cl3 -4.01 3.47 0.20
C3 -3.33 2.62 -1.19
C4 -3.99 1.24 -1.36
Cl4 -5.72 1.46 -1.82
H5 -2.28 2.51 -0.92
H6 -3.37 3.23 -2.09
H7 -4.09 0.70 -0.42
H8 -3.59 0.55 -2.10
C5 0.70 4.58 1.85
C6 0.79 3.82 0.45
C7 0.49 4.64 -0.76
O1 2.00 3.00 0.44
H9 0.80 3.85 2.65
H10 -0.29 5.02 1.93
H11 1.50 5.33 1.89
H12 0.02 3.05 0.47
H13 1.13 5.52 -0.76
H14 -0.57 4.87 -0.62
H15 0.64 4.10 -1.69
H16 1.79 2.14 0.79
C8 0.75 -1.34 3.79
C9 2.10 -1.68 3.22
C10 3.10 -2.06 4.33
O2 2.08 -2.67 2.18
H17 0.81 -0.67 4.65
H18 0.34 -2.14 4.42
H19 0.09 -0.85 3.09
H20 2.67 -0.88 2.74
H21 4.07 -2.47 4.05
H22 2.75 -2.88 4.97
H23 3.38 -1.22 4.96
H24 1.49 -2.23 1.57
C11 -2.17 3.16 3.64
C12 -2.08 1.65 3.66
C13 -3.32 0.99 2.91
O3 -0.89 1.41 2.95
H25 -1.41 3.69 4.21
H26 -3.15 3.54 3.92
H27 -2.17 3.46 2.59
H28 -1.82 1.21 4.62
H29 -4.28 1.00 3.44
H30 -3.09 -0.07 2.96
H31 -3.47 1.35 1.89
H32 -0.98 0.60 2.45
O4 -0.57 -7.17 0.11
C14 -0.54 -5.96 -0.02
N1 -0.16 -5.47 -1.17
C15 -1.10 -5.04 1.06
H33 -0.27 -4.50 -1.43
H34 0.23 -6.08 -1.88
H35 -0.73 -4.04 0.85
H36 -0.65 -5.28 2.03
H37 -2.18 -4.93 0.96
O5 -1.17 -2.67 -6.22
C16 -1.35 -2.49 -5.02
N2 -1.07 -3.49 -4.24
C17 -2.11 -1.29 -4.50
H38 -0.87 -4.39 -4.65
H39 -1.39 -3.41 -3.29
H40 -2.95 -1.07 -5.15
H41 -1.43 -0.45 -4.35
H42 -2.38 -1.53 -3.47
O6 6.11 -0.27 0.33
C18 5.30 -1.16 0.21
N3 4.09 -0.98 -0.28
C19 5.75 -2.59 0.53
H43 3.50 -1.79 -0.35
H44 3.91 0.01 -0.30
H45 4.89 -3.25 0.68
H46 6.35 -2.50 1.43
H47 6.30 -3.11 -0.26